(i)
This record from the Open Molecules 2025 dataset describes one molecule with the formula C3H3ClS2. The level of theory is wB97M-V/def2-TZVPD.

Its SMILES is ClC1=CCSS1. The value obtained for the highest occupied orbital energy is -8.103 eV. The orbital gap comes out at 8.59 eV. As for the total charge: 0.

Geometry (Å):
C  0.37241  -0.02295  -0.66210
C  1.21835  -0.44471  0.28477
C  -0.96715  0.49062  -0.28826
S  0.53078  -0.16815  2.13504
S  -1.38501  -0.10951  1.39369
Cl  2.69813  -1.20931  0.10649
H  0.50692  -0.23214  -1.65224
H  -1.35250  1.54066  -0.29024
H  -1.62194  0.15549  -1.02714

These are the Mulliken partial charges, in e, on atoms 1 to 5: C -0.477; C 0.341; C -0.488; S -0.122; S -0.101


(ii)
This record from the Open Molecules 2025 dataset describes one molecule with the formula C3H3ClS2. The level of theory is wB97M-V/def2-TZVPD.

The value obtained for the highest occupied orbital energy (alpha / beta) is -8.667 / -8.268 eV. The orbital gap (alpha / beta) comes out at 8.36 / 6.59 eV. As for the total charge: 0.

Geometry (Å):
C  -0.86180  0.57073  -0.01707
C  -0.18498  1.65748  0.12851
C  -0.21764  -0.78524  -0.49051
S  1.97386  -0.68214  1.67996
S  0.53831  -1.72916  0.86633
Cl  1.11306  2.55457  -0.19454
H  -1.82900  0.26166  0.31383
H  -0.88523  -1.38165  -1.00506
H  0.35341  -0.46625  -1.28145

These are the Mulliken partial charges, in e, on atoms 1 to 5: C -0.186; C 0.000; C -0.742; S -0.158; S 0.052


Which is the most stable structure? (i) is the most stable.


(i)
This record from the Open Molecules 2025 dataset describes a 2-piece molecular cluster, C4H11N2S overall. The level of theory is wB97M-V/def2-TZVPD.

The value obtained for the highest occupied orbital energy is -2.491 eV. The orbital gap comes out at 6.47 eV. As for the total charge: -1.

Geometry (Å):
C  1.74401  1.20789  -2.52841
C  1.49172  0.70455  -1.08862
S  1.29092  -1.10043  -0.98256
H  0.87854  0.98673  -3.21081
H  2.67387  0.85054  -2.97018
H  1.73153  2.33539  -2.50713
H  0.56306  1.21413  -0.74741
H  2.29356  1.07956  -0.43302
C  -1.76690  0.62218  1.63979
C  -1.13575  -0.54391  1.38904
N  -0.95734  -1.54055  2.38778
N  -2.16947  1.50595  0.57165
H  -2.18203  0.90629  2.59689
H  -0.79926  -0.78168  0.36138
H  -0.50532  -1.20976  3.20965
H  -0.40775  -2.30412  2.02726
H  -3.14090  1.73920  0.50653
H  -1.87085  1.08843  -0.29902

These are the Mulliken partial charges, in e, on atoms 1 to 5: C -1.055; C -0.206; S -0.663; H 0.264; H 0.273


(ii)
This record from the Open Molecules 2025 dataset describes an isolated ion of composition C4H11N2S and charge -1. The level of theory is wB97M-V/def2-TZVPD.

Its SMILES is NCNCCC[S-]. The value obtained for the highest occupied orbital energy is -2.392 eV. The orbital gap comes out at 6.14 eV. As for the total charge: -1.

Geometry (Å):
C  -0.02903  1.18298  -0.46109
N  -0.26384  1.27276  1.04436
C  0.41760  0.45867  2.01656
N  0.05240  -0.99444  1.95024
C  -0.66936  -0.06859  -1.14930
C  0.47906  -0.82278  -2.00321
S  -0.17377  -2.40024  -2.60011
H  1.18294  0.98267  -0.57074
H  -0.19068  2.21817  -0.78536
H  -1.25923  1.40572  1.20796
H  1.57452  0.34033  1.79034
H  0.01718  0.66923  3.06757
H  -0.99844  -1.04351  1.85995
H  0.31259  -1.49048  1.11129
H  -1.14400  -0.83619  -0.46670
H  -1.51156  0.32817  -1.89188
H  1.37896  -1.11052  -1.36774
H  0.82467  -0.09194  -2.75214

These are the Mulliken partial charges, in e, on atoms 1 to 5: C -0.606; N -0.347; C -0.517; N -0.720; C -0.367


Which is the most stable structure? (i) is the most stable.


(i)
This record from the Open Molecules 2025 dataset describes C5H20ClCrN8O5 as an isolated structure. The level of theory is wB97M-V/def2-TZVPD.

The value obtained for the highest occupied orbital energy (alpha / beta) is -9.684 / -11.121 eV. The orbital gap (alpha / beta) comes out at 7.39 / 8.83 eV. As for the total charge: +1. Its expectation value of S² is 6.005. As for the spin multiplicity: 5.

Geometry (Å):
Cr  -0.43630  0.33964  0.73712
Cl  -2.12512  2.16186  0.94391
C  -0.97221  0.23479  3.76403
O  -0.77906  -0.64365  2.71369
H  -0.72136  1.22751  3.39029
H  -1.88383  0.22966  4.36155
H  -0.14844  0.01714  4.44384
H  -0.44595  -1.45501  3.10399
C  -2.79035  -1.11742  -0.97340
O  -1.82970  -0.92559  -0.26686
N  -3.20803  -2.23088  -1.54256
N  -3.54517  -0.09300  -1.20226
H  -2.51547  -2.96530  -1.50961
H  -4.07752  -2.24816  -2.05615
H  -4.34293  -0.29701  -1.78712
H  -3.26979  0.78110  -0.77774
C  0.94978  1.28772  -2.13649
O  0.31720  0.93248  -1.17290
N  2.27946  1.16902  -2.23188
N  0.51700  1.82221  -3.23465
H  2.77138  1.54386  -3.03039
H  2.69376  0.89530  -1.35238
H  -0.46812  2.01522  -3.12339
H  1.15176  2.27442  -3.87706
C  0.46205  -2.86944  -0.00975
O  0.46527  -1.73368  0.49301
N  -0.14141  -3.96874  0.39764
N  1.19719  -3.14782  -1.04100
H  -0.89898  -4.03509  1.06231
H  0.13878  -4.76854  -0.15182
H  1.15999  -4.02292  -1.54392
H  1.73536  -2.45231  -1.53773
C  1.92632  2.35740  1.21985
O  1.05289  1.56223  1.48760
N  3.17100  2.06489  0.94129
N  1.75395  3.70747  1.29810
H  3.59679  1.18588  0.68410
H  3.80827  2.81552  0.71643
H  0.88613  4.06481  1.67132
H  2.56557  4.28435  1.12903

These are the Mulliken partial charges, in e, on atoms 1 to 5: Cr 0.923; Cl -0.613; C -0.714; O -0.015; H 0.179


(ii)
This record from the Open Molecules 2025 dataset describes C5H20ClCrN8O5 as an isolated structure. The level of theory is wB97M-V/def2-TZVPD.

The value obtained for the highest occupied orbital energy (alpha / beta) is -9.514 / -10.840 eV. The orbital gap (alpha / beta) comes out at 7.22 / 8.54 eV. As for the total charge: +1. Its expectation value of S² is 6.006. As for the spin multiplicity: 5.

Geometry (Å):
Cr  -0.40585  1.22544  -0.60055
Cl  -1.60652  2.60916  -2.15771
C  1.92958  3.27656  -1.00327
O  1.08993  2.75323  0.02086
H  1.57982  4.25162  -1.35507
H  2.98087  3.27661  -0.72508
H  1.78186  2.68163  -1.90700
H  1.23988  3.22517  0.84360
C  1.33130  -0.83632  1.63795
O  0.65043  -0.11728  0.93712
N  2.65170  -0.58405  1.91772
N  0.88642  -2.00458  2.19199
H  3.11170  -0.83820  2.77424
H  2.93666  0.28626  1.49901
H  -0.02927  -2.37335  2.02238
H  1.52637  -2.55746  2.73467
C  -1.89718  1.33132  2.22756
O  -1.61810  1.42841  1.03603
N  -2.85180  0.46506  2.64449
N  -1.35955  2.13344  3.18124
H  -3.19489  0.45526  3.58700
H  -3.28841  -0.12007  1.96054
H  -1.74922  2.09994  4.10510
H  -0.79254  2.90419  2.88370
C  -2.07995  -1.72863  -0.92583
O  -1.48299  -0.66657  -0.85265
N  -1.45848  -2.89219  -1.28659
N  -3.44262  -1.83383  -0.81490
H  -0.46530  -2.86274  -1.43532
H  -1.93929  -3.76929  -1.36305
H  -3.90239  -1.07183  -0.35207
H  -3.88428  -2.73413  -0.85957
C  1.47785  -0.62644  -2.51263
O  1.01197  0.23221  -1.77103
N  2.81825  -0.83892  -2.52573
N  0.71403  -1.40519  -3.33001
H  3.34569  -1.58044  -2.94843
H  3.33930  -0.18584  -1.96681
H  -0.22388  -1.09209  -3.51684
H  1.26894  -1.91609  -3.99509

These are the Mulliken partial charges, in e, on atoms 1 to 5: Cr 0.770; Cl -0.588; C -0.611; O -0.139; H 0.304


Which is the most stable structure? (ii) is the most stable.